Record 1
Computed, not measured: 3 unconnected molecules or ions with the total composition C20H26BrF17N3O5P2 in a non-equilibrium geometry, with wB97M-V/def2-TZVPD.

Last column: Mulliken charge in e.
Geometry (Å):
C -1.90739 0.23034 2.96846  -0.779
P -2.91693 1.15547 1.62308  0.240
O -2.82630 2.76197 2.09937  -0.504
N -2.03717 0.74190 0.12405  1.059
P -2.06451 -1.04064 -0.18357  0.176
O -2.66776 -1.18755 -1.60078  -0.524
C -1.43936 1.53609 -0.74965  -1.426
N -0.81898 1.14782 -1.99671  0.158
C -1.75292 1.58409 -3.06653  -0.133
Br -0.71951 2.61264 -4.45717  -0.110
O -2.78651 2.41583 -2.53179  -0.322
C -2.26947 3.48996 -1.73077  -0.600
N -1.47175 2.98372 -0.52830  0.462
C -0.17899 3.62926 -0.43922  0.630
F 0.58794 3.64018 -1.63801  -0.243
F -0.48685 5.01501 -0.26528  -0.338
C 0.73426 3.27448 0.80871  0.555
F 0.03540 3.27213 2.04050  -0.271
F 1.62167 4.37267 0.94469  -0.299
C 1.54082 1.91205 0.75563  0.854
F 1.63762 1.29200 -0.48812  -0.350
F 0.81092 0.99682 1.57750  -0.357
C 3.01190 1.94019 1.38097  0.421
F 3.29533 0.58548 1.71113  -0.231
F 3.06495 2.60971 2.62254  -0.299
C 4.15929 2.50202 0.43151  0.610
F 3.66963 3.23916 -0.67838  -0.303
F 4.86467 3.46789 1.18644  -0.280
C 5.11940 1.39034 -0.19876  0.519
F 5.82646 2.05642 -1.23086  -0.307
F 4.37662 0.39464 -0.87968  -0.271
C 6.22190 0.79106 0.77827  0.620
F 7.48446 1.27827 0.36810  -0.269
F 6.06080 1.08783 2.12657  -0.258
C 6.35905 -0.81780 0.69045  0.552
F 7.48513 -1.12264 1.48603  -0.260
F 6.63827 -1.27527 -0.58305  -0.228
F 5.28397 -1.45673 1.30793  -0.147
H -1.64475 0.89684 3.84431  0.364
H -2.64842 -0.55321 3.36577  0.366
H -1.03861 -0.35476 2.53546  0.113
H -3.67196 3.24561 2.01172  0.370
H -2.97497 -1.70921 0.70155  0.205
H -0.74957 -1.60144 -0.19047  0.187
H -0.52887 0.17155 -2.05134  0.415
H -2.24553 0.73622 -3.63743  0.483
H -1.73045 4.29752 -2.31178  0.404
H -3.18933 3.99640 -1.27046  0.339
C -7.63601 -0.56068 -3.30638  -0.551
C -6.59283 -1.65601 -3.37817  -0.587
C -5.46032 -1.06689 -2.55954  0.053
O -6.06124 -0.22114 -1.56833  -0.377
C -7.44668 -0.03731 -1.89553  -0.470
H -8.65201 -0.90804 -3.49831  0.344
H -7.39997 0.22482 -4.03150  0.253
H -6.97217 -2.56151 -2.89408  0.270
H -6.29402 -1.91296 -4.39540  0.363
H -4.80414 -0.44466 -3.17805  -0.066
H -4.85509 -1.83040 -2.07096  0.223
H -8.04024 -0.61165 -1.17626  0.279
H -7.71008 1.01819 -1.79991  0.262
C 4.02435 -5.51697 1.87034  -0.546
C 4.31798 -4.25017 2.64592  -0.439
C 3.08805 -3.41131 2.35600  -0.083
O 1.99855 -4.32460 2.16679  -0.446
C 2.52465 -5.65444 2.04753  -0.527
H 4.57616 -6.38792 2.22614  0.356
H 4.26396 -5.36844 0.81242  0.260
H 4.37349 -4.47467 3.71572  0.307
H 5.24661 -3.76009 2.35210  0.219
H 3.20758 -2.83594 1.43152  0.088
H 2.85076 -2.71989 3.16826  0.261
H 2.28190 -6.19490 2.96852  0.284
H 2.04718 -6.16476 1.20853  0.274

Calculated values
Kohn-Sham gap	6.4909	eV
total energy	-170675.261	eV
total charge	+1



Record 2
Computed, not measured: a molecular structure, C20H26BrN2O2OsP, with wB97M-V/def2-TZVPD.

Last column: Mulliken charge in e.
Geometry (Å):
Os -0.31246 -0.83940 0.98140  0.806
C -3.57378 1.21510 -3.14277  -1.602
C -2.86806 1.41171 -1.83448  0.372
C -2.78996 2.66631 -1.22834  -0.400
C -2.15181 2.82167 -0.01114  -0.891
C -1.58170 1.70096 0.54520  0.681
Br -0.73581 1.70768 2.23199  0.001
N -1.59988 0.49102 -0.01844  0.137
C -2.25982 0.35388 -1.18377  -0.318
H -3.03910 1.72962 -3.94209  0.360
H -4.58093 1.62899 -3.10380  0.405
H -3.64691 0.16130 -3.40604  0.389
H -3.24545 3.52516 -1.70593  0.485
H -2.09456 3.77638 0.49120  0.526
H -2.31406 -0.64489 -1.57769  0.252
C -1.20444 -3.00323 -1.72432  -1.354
P 0.11526 -2.47043 -0.60508  1.192
C 0.79410 -3.99387 0.09159  -1.461
C 1.40551 -1.91443 -1.75026  -1.358
H -0.91424 -3.95476 -2.17341  0.519
H -1.31563 -2.28888 -2.53605  0.478
H -2.14990 -3.13074 -1.20391  0.237
H 1.20351 -4.59338 -0.72317  0.516
H 0.03273 -4.58046 0.60060  0.356
H 1.58833 -3.75130 0.79519  0.342
H 1.51992 -2.65879 -2.53977  0.529
H 2.35696 -1.81347 -1.23030  0.331
H 1.14154 -0.95578 -2.19837  0.349
O 1.34044 2.19777 -0.71568  -0.529
C 1.94029 1.36920 -0.09732  0.078
C 3.41644 1.31856 0.29117  -0.525
C 3.57311 0.09172 1.21342  -0.489
C 2.19653 -0.48060 1.18379  0.153
O 1.65154 -1.46524 1.76283  -0.716
N 1.35102 0.20253 0.43383  0.223
H 3.68999 2.25760 0.76892  0.359
H 4.00800 1.23946 -0.62077  0.310
H 3.84069 0.35196 2.23835  0.350
H 4.30631 -0.63758 0.86807  0.328
C -0.88866 -1.70512 2.75824  -1.409
C -2.10400 -2.06580 2.03308  0.376
C -3.15805 -1.13576 1.89467  0.160
C -4.35400 -1.50521 1.30840  -1.023
C -4.53840 -2.82324 0.90986  -0.269
C -3.53026 -3.77902 1.07870  -1.012
C -2.32402 -3.40318 1.61620  -0.024
H -0.25068 -2.52766 3.06399  0.439
H -0.98996 -0.93446 3.51720  0.600
H -3.03372 -0.13732 2.29594  0.618
H -5.15887 -0.78968 1.21046  0.520
H -5.48910 -3.12448 0.48821  0.456
H -3.71080 -4.80913 0.80260  0.459
H -1.55064 -4.13839 1.79779  0.689

Calculated values
Kohn-Sham gap	7.8820	eV
total energy	-110022.954	eV
total charge	+2
ΔE to the lowest compared entry with this formula, charge and spin	0.0	kJ/mol